w | One molecule with the formula C14H17NO3S. Source: the Open Molecules 2025 dataset; level of theory: wB97M-V/def2-TZVPD.

Structure (XYZ):
```
36
Properties=species:S:1:pos:R:3
C 1.9667 -2.0414 -2.2103
O 0.7921 -1.4913 -1.6755
C 0.4181 -2.0728 -0.4477
C -0.8215 -1.3441 0.0786
N -0.5064 -0.0160 0.5285
C -0.6726 1.1103 -0.2237
C -1.2757 1.0660 -1.5876
C -1.2626 2.4290 -2.2716
C -1.9333 2.3769 -3.6189
O -2.5790 1.4633 -4.0549
O -1.7388 3.5111 -4.3089
C -0.1946 2.1821 0.4939
C 0.2917 1.6913 1.7094
C 0.1016 0.3185 1.7177
C 0.4838 -0.5597 2.7860
C 1.2821 -0.2060 3.8462
C 1.4850 -1.2390 4.7805
C 0.8464 -2.3868 4.4440
S -0.0213 -2.2229 2.9666
H 1.8513 -3.1155 -2.4016
H 2.8180 -1.8942 -1.5341
H 2.1543 -1.5237 -3.1486
H 0.1882 -3.1406 -0.5853
H 1.2412 -1.9895 0.2775
H -1.2611 -1.9191 0.8957
H -1.5498 -1.2783 -0.7303
H -2.3133 0.7190 -1.5338
H -0.7225 0.3514 -2.2032
H -1.8003 3.1664 -1.6707
H -0.2440 2.7949 -2.4065
H -2.1881 3.4657 -5.1676
H -0.1886 3.2087 0.1873
H 0.7212 2.2742 2.4988
H 1.7219 0.7688 3.9458
H 2.0866 -1.1305 5.6655
H 0.8230 -3.3260 4.9590
```

## Properties
* SMILES string: COCCn1c(CCC(=O)O)ccc1-c1cccs1
* charge: 0

Atomic partial charges in e from the Löwdin method, atoms 1 to 5: -0.1058, -0.1922, -0.2110, -0.1224, -0.0081

x | C14H17NO3S as an isolated structure. Source: the Open Molecules 2025 dataset; level of theory: wB97M-V/def2-TZVPD.

Structure (XYZ):
```
36
Properties=species:S:1:pos:R:3
C -6.0911 0.5763 -1.0018
H -6.9429 1.0535 -0.8959
O -5.1841 0.9334 0.0145
C -4.0250 0.3102 0.0519
C -3.4687 -0.5973 -1.0792
C -2.2511 -0.9643 -0.7323
C -1.5661 -0.7154 0.5312
C -2.0765 0.1914 1.2532
C -3.3964 0.6603 1.1331
H -3.7704 1.1822 1.9893
H -1.5539 0.6015 2.2857
N -0.2516 -0.9755 0.3997
C 0.9244 -0.4764 0.8397
O 0.8347 0.9207 1.4011
C 2.1596 -1.1216 0.6579
C 1.6205 -2.5549 0.6546
C 0.2501 -2.5425 0.2701
O -0.5689 -3.2903 -0.0868
H 2.3097 -2.8943 -0.3690
H 1.7758 -3.1152 1.5239
H 2.8015 -0.9979 1.5408
S 2.9257 -0.3652 -0.5507
C 4.0420 1.0420 0.0397
C 5.3010 1.0127 -0.6031
H 6.0006 1.9157 -0.6146
H 5.9658 0.0325 -0.7063
H 5.1949 0.9842 -1.8315
C 3.3281 2.4012 -0.1499
H 2.2732 2.1515 0.5398
H 3.9266 3.0047 0.3731
H 3.0888 2.5808 -1.2097
H 4.1937 0.6424 0.9037
H -1.7165 -1.4268 -1.5463
H -4.0549 -0.7915 -1.8502
H -5.7356 0.9274 -1.9942
H -6.2629 -0.2956 -1.1816
```

## Properties
* charge: 0

Atomic partial charges in e from the Löwdin method, atoms 1 to 5: -0.0392, 0.0564, -0.0248, -0.2621, 0.0672

Energy above the most stable structure, in kJ/mol: w 0.0; x 1002.6

w | C35H28BN13OSZr as an isolated structure. Source: the Open Molecules 2025 dataset; level of theory: wB97M-V/def2-TZVPD.

Structure (XYZ):
```
80
Properties=species:S:1:pos:R:3
Zr -0.3887 -0.2519 -0.1771
C 3.1064 0.2334 -4.4197
C 3.0701 -0.1075 -3.1369
N 1.7397 -0.2775 -2.6495
N 0.0570 1.1559 -3.7045
C 1.0658 1.9432 -4.4006
B -1.3216 1.4093 -3.1980
N -1.3784 2.1828 -1.7863
C -1.5036 3.4971 -1.6534
C -1.8197 3.8024 -0.3315
C -1.8688 2.5775 0.2975
N -1.5938 1.5824 -0.5760
N -2.0007 0.0250 -2.9437
C -2.8320 -0.6064 -3.7661
C -3.0266 -1.9079 -3.3175
C -2.2466 -1.9989 -2.1847
N -1.6182 -0.8288 -1.9451
H 4.0012 0.3025 -5.0178
H 3.8956 -0.3326 -2.4762
H 0.6900 2.5650 -5.2139
H -2.0052 2.0679 -3.9363
H -1.4161 4.1385 -2.5156
H -2.0242 4.7694 0.0919
H -2.1027 2.3471 1.3231
H -3.2296 -0.0895 -4.6238
H -3.6528 -2.6660 -3.7518
H -2.1010 -2.8314 -1.5159
C 1.9024 3.5463 0.4524
C 1.5315 2.1553 0.0850
N 0.9789 1.2983 0.8666
N 0.6739 1.7203 2.1470
C -0.3690 1.0664 2.5456
O -0.9395 0.1601 1.7626
C -1.0242 1.3785 3.8214
C -0.4065 2.2350 4.7343
C -1.0333 2.5251 5.9320
C -2.2751 1.9702 6.2211
C -2.8936 1.1219 5.3136
C -2.2671 0.8218 4.1145
C 1.7460 1.6329 -1.3120
C 2.3718 2.5311 -2.2765
C 2.0330 2.7132 -3.5605
C 1.7199 0.5489 -4.8712
C 0.7837 -0.0482 -3.8195
N 1.3724 0.3994 -1.4836
H 1.3404 3.8669 1.3236
H 2.9672 3.5878 0.7013
H 1.7294 4.2191 -0.3849
H 0.5587 2.6629 4.5019
H -0.5558 3.1835 6.6441
H -2.7627 2.2035 7.1580
H -3.8611 0.6964 5.5421
H -2.7440 0.1645 3.4004
H 3.1121 3.1978 -1.8524
H 2.5951 3.4824 -4.0816
H 1.4663 0.3258 -5.9018
H 0.2237 -0.9677 -4.0028
S 2.5688 -5.0554 4.5155
N 1.0981 -4.3996 4.4897
C 0.9267 -3.9072 3.2707
C -0.2949 -3.2975 2.7705
C -1.5172 -3.3011 3.4479
C -2.6313 -2.7805 2.8232
C -2.4916 -2.2012 1.5641
N -1.3372 -2.1872 0.9085
C -0.2609 -2.7557 1.4920
C 0.9311 -2.8735 0.6431
N 0.7889 -2.3791 -0.6111
C 1.6489 -2.8081 -1.5314
C 2.7515 -3.6069 -1.2183
C 2.9856 -3.9569 0.0915
C 2.0331 -3.6103 1.0553
C 2.0521 -4.0670 2.4365
N 3.0664 -4.6813 3.0297
H -1.5767 -3.7330 4.4386
H -3.6016 -2.7991 3.2978
H -3.3325 -1.7198 1.0779
H 1.4641 -2.5073 -2.5478
H 3.4097 -3.9287 -2.0123
H 3.8487 -4.5442 0.3773
```

## Properties
* charge: +2

Atomic partial charges in e from the Löwdin method, atoms 1 to 5: 1.9313, -0.0059, -0.0781, -0.0913, 0.0482

x | C35H28BN13OSZr as an isolated structure. Source: the Open Molecules 2025 dataset; level of theory: wB97M-V/def2-TZVPD.

Structure (XYZ):
```
80
Properties=species:S:1:pos:R:3
Zr 0.2905 -0.1815 -0.1544
C -3.1112 -2.9644 -0.0121
C -2.5677 -1.6835 -0.0159
N -1.2359 -1.7558 -0.0857
N -0.9083 -3.0554 -0.1148
C -2.0174 -3.8075 -0.0780
B 0.5555 -3.5089 -0.1909
N 1.3683 -2.8752 0.9581
C 2.0221 -3.5335 1.9221
C 2.6774 -2.6142 2.7160
C 2.3670 -1.3871 2.1463
N 1.5804 -1.5452 1.0744
N 1.1575 -2.9385 -1.4714
C 1.8275 -3.6112 -2.4121
C 2.2815 -2.7071 -3.3496
C 1.8299 -1.4766 -2.8917
N 1.1529 -1.6149 -1.7418
H -4.1437 -3.2446 0.0210
H -3.0682 -0.7323 0.0459
H -1.9695 -4.8788 -0.0895
H 0.6290 -4.6828 -0.1541
H 1.9912 -4.6004 2.0022
H 3.2936 -2.8060 3.5678
H 2.6805 -0.4185 2.4796
H 1.9297 -4.6759 -2.3566
H 2.8563 -2.9082 -4.2271
H 1.9449 -0.5286 -3.3784
C 3.0200 2.0751 -3.0914
C 2.4005 1.5556 -1.8366
N 1.1737 1.1357 -1.7456
N 0.3770 1.1536 -2.8415
C -0.8616 0.7883 -2.5546
O -1.1967 0.4743 -1.3465
C -1.8425 0.7873 -3.6358
C -1.4506 0.9430 -4.9701
C -2.4027 0.9293 -5.9704
C -3.7448 0.7640 -5.6553
C -4.1397 0.6178 -4.3330
C -3.1962 0.6273 -3.3263
C 3.0819 1.6392 -0.5483
C 4.4073 2.0623 -0.4172
C 4.8981 2.3527 0.8432
C 4.0303 2.2740 1.9257
C 2.7509 1.7784 1.7155
N 2.2856 1.4086 0.5240
H 2.2408 2.2339 -3.8332
H 3.5437 3.0110 -2.9109
H 3.7419 1.3699 -3.5013
H -0.4042 1.0705 -5.1987
H -2.1045 1.0588 -6.9992
H -4.4847 0.7639 -6.4402
H -5.1847 0.5095 -4.0903
H -3.4816 0.5319 -2.2884
H 5.0378 2.1679 -1.2858
H 5.9204 2.6737 0.9727
H 4.3438 2.5768 2.9117
H 2.0506 1.7075 2.5432
S -3.3776 3.0002 6.2812
N -3.0707 1.4504 5.9892
C -2.4339 1.3391 4.8308
C -1.9736 0.1397 4.2066
C -2.1878 -1.1221 4.7717
C -1.7096 -2.2229 4.1008
C -1.0116 -2.0305 2.9086
N -0.7931 -0.8479 2.3488
C -1.2853 0.2380 2.9740
C -1.1069 1.5270 2.3224
N -0.5061 1.5672 1.1122
C -0.3861 2.7466 0.5024
C -0.8257 3.9493 1.0490
C -1.4256 3.9309 2.2888
C -1.5804 2.7069 2.9434
C -2.2265 2.6030 4.2140
N -2.7162 3.5975 4.9449
H -2.7198 -1.1988 5.7071
H -1.8638 -3.2181 4.4842
H -0.6192 -2.8968 2.3933
H 0.0872 2.7456 -0.4768
H -0.6979 4.8705 0.5048
H -1.7931 4.8195 2.7739
```

## Properties
* charge: +2

Atomic partial charges in e from the Löwdin method, atoms 1 to 5: 1.9211, -0.0045, -0.1087, -0.1281, -0.0213

Energy above the most stable structure, in kJ/mol: w 372.6; x 0.0

w | One molecule with the formula C5H5NO2. Source: the Open Molecules 2025 dataset; level of theory: wB97M-V/def2-TZVPD.

Structure (XYZ):
```
13
Properties=species:S:1:pos:R:3
O 1.3613 -2.3117 0.8439
C 1.0036 -1.2365 0.3456
O 1.1020 -0.8867 -0.9537
C 0.4862 0.3185 -1.4296
C -0.6896 0.7786 -1.0252
C -0.9778 0.0037 0.2234
N -1.0328 0.1631 1.7089
C 0.2582 -0.0959 0.9624
H 1.1452 0.7538 -2.1332
H -1.2486 1.6129 -1.4886
H -1.2917 -1.0125 0.0169
H -0.9989 1.1122 2.0490
H 0.8830 0.8006 0.8802
```

## Properties
* SMILES string: O=C1OC=C[C@@H]2N[C@@H]12
* charge: 0

Atomic partial charges in e from the Löwdin method, atoms 1 to 5: 0.1108, -0.4079, 0.0574, -0.0803, 0.0062

x | C5H5NO2 as an isolated structure. Source: the Open Molecules 2025 dataset; level of theory: wB97M-V/def2-TZVPD.

Structure (XYZ):
```
13
Properties=species:S:1:pos:R:3
C -0.1489 -1.2389 1.8335
C -0.1420 -0.1879 -0.1156
C 0.8075 1.5050 -0.6038
C 0.0812 1.0182 -1.8674
C -0.5497 -0.1026 -1.3932
H -0.8595 -2.0052 2.3484
H -0.3009 -0.2966 2.3830
H 1.0532 -1.3973 1.7923
H -0.1112 1.2847 -2.8366
H -1.3120 -0.5327 -1.9521
N 0.8995 0.4949 0.2761
O -0.5837 -1.2773 0.5894
O 1.1663 2.7357 -0.4541
```

## Properties
* charge: 0

Atomic partial charges in e from the Löwdin method, atoms 1 to 5: -0.1730, -0.3711, -0.3986, 0.1227, 0.0237

y | C5H5NO2 as an isolated structure. Source: the Open Molecules 2025 dataset; level of theory: wB97M-V/def2-TZVPD.

Structure (XYZ):
```
13
Properties=species:S:1:pos:R:3
C -0.0194 0.7306 0.3649
C -1.4000 0.1258 0.4566
C 0.0434 -1.4060 -0.4645
C 0.9124 -0.4620 0.0901
C 2.3349 -0.2978 0.2100
H -0.6168 1.1688 -1.4783
H 0.0031 1.3183 1.2425
H -2.2499 0.7515 0.0087
H -1.7489 -0.0532 1.4867
H 0.2564 -2.3761 -0.9191
N 3.5196 -0.1188 -0.0270
O 0.1735 1.7071 -0.6952
O -1.2083 -1.0883 -0.2755
```

## Properties
* charge: 0

Atomic partial charges in e from the Löwdin method, atoms 1 to 5: -0.3621, -0.1058, -0.0621, -0.1449, -0.1488

Energy above the most stable structure, in kJ/mol: w 61.1; x 0.0; y 14.3

w | One molecule with the formula C3H6N4S. Source: the Open Molecules 2025 dataset; level of theory: wB97M-V/def2-TZVPD.

Structure (XYZ):
```
14
Properties=species:S:1:pos:R:3
H -3.9261 -0.8511 0.0168
N -3.0089 -1.2077 0.2105
C -2.1378 -0.3511 -0.0772
N -0.7957 -0.6717 0.0112
C 0.1715 0.3024 -0.2203
N -0.0861 1.5253 -0.5567
H 0.7632 1.9682 -0.9324
C 1.5664 -0.2597 0.0550
N 2.5031 0.6234 0.4236
S 1.9931 -1.7992 -0.3199
H -2.2280 0.6860 -0.3108
H -0.4657 -1.6352 0.1373
H 2.2373 1.4493 0.9389
H 3.4138 0.2210 0.6241
```

## Properties
* SMILES string: [H]/N=C/N/C(=N/[H])C(N)=S
* charge: 0

Atomic partial charges in e from the Löwdin method, atoms 1 to 5: 0.0336, 0.0965, -0.2874, 0.0470, -0.4243

x | A 2-piece molecular cluster, C3H6N4S overall. Source: the Open Molecules 2025 dataset; level of theory: wB97M-V/def2-TZVPD.

Structure (XYZ):
```
14
Properties=species:S:1:pos:R:3
C -0.2488 -0.4665 1.1421
C -1.5945 0.3161 0.9155
C 1.0882 0.8287 -1.7176
N 0.3769 -0.7219 -0.1073
N 0.8562 0.0919 -0.8418
N 1.8416 -2.5200 -1.8447
N 2.1076 -2.6246 -0.8109
S -1.2425 2.2256 0.8805
H 0.3660 0.2458 1.8599
H -0.3289 -1.4701 1.4635
H -2.1208 0.0000 -0.0115
H -2.2596 0.4228 1.7464
H 1.6538 1.3682 -2.4026
H -0.4951 2.3040 -0.2714
```

## Properties
* charge: 0

Atomic partial charges in e from the Löwdin method, atoms 1 to 5: -0.2792, -0.4336, 0.1117, -0.0661, -0.1492

Energy above the most stable structure, in kJ/mol: w 0.0; x 307.2

w | A 2-piece molecular cluster, C11H14N overall. Source: the Open Molecules 2025 dataset; level of theory: wB97M-V/def2-TZVPD.

Structure (XYZ):
```
26
Properties=species:S:1:pos:R:3
C 1.5927 2.0999 -1.0682
C -3.6688 0.1961 0.5968
C -3.2933 -0.8616 -0.2369
C -2.7561 1.1355 1.0378
C -1.9645 -1.0586 -0.6148
C -1.4268 0.9525 0.6479
C -1.0729 -0.0114 -0.2885
C 2.6090 -0.8114 2.0231
C 1.0013 -1.1696 -1.4755
C 3.3052 -0.4926 0.9036
C 0.3372 -0.0015 -0.8586
N 1.0408 1.0319 -0.8027
H 1.2369 2.7166 -1.9195
H -4.7438 0.3040 0.8994
H -4.0816 -1.4517 -0.6387
H -3.2978 1.8832 1.7611
H -1.8387 -1.7862 -1.4030
H -0.8197 1.8358 0.9916
H 2.5279 2.3678 -0.5787
H 2.3466 -1.8097 2.3113
H 2.5368 0.0374 2.6442
H 2.1103 -0.9893 -1.4240
H 0.6879 -1.5256 -2.4144
H 0.7216 -1.9802 -0.9092
H 3.5828 -1.1466 0.1707
H 3.3269 0.5354 0.6452
```

## Properties
* charge: +1

Atomic partial charges in e from the Löwdin method, atoms 1 to 5: 0.1462, -0.0704, -0.0494, -0.0656, 0.0002

x | An isolated ion of composition C11H14N and charge +1. Source: the Open Molecules 2025 dataset; level of theory: wB97M-V/def2-TZVPD.

Structure (XYZ):
```
26
Properties=species:S:1:pos:R:3
C 0.0903 -2.6968 0.7334
C 0.9082 -1.8408 0.0787
C 0.4441 -0.4727 -0.0525
C -0.9282 -0.1212 0.0003
C -1.7922 -0.9291 -0.8255
C -3.1196 -0.5467 -0.8812
C -3.6230 0.4763 -0.0259
C -2.8264 1.1393 0.8198
C -1.4924 0.8961 0.7534
N 1.3802 0.5544 -0.1661
C 2.7853 0.2079 -0.0727
C 1.3271 1.9727 -0.3253
H 0.3119 -3.6942 1.1287
H -1.0333 -2.5909 0.9064
H 1.9002 -2.0006 -0.1408
H -1.5104 -1.6385 -1.5463
H -3.8594 -1.0803 -1.4932
H -4.6317 0.6599 -0.0862
H -3.3328 1.8341 1.3807
H -0.9967 1.5792 1.4648
H 3.0039 0.1871 0.9711
H 3.2361 1.0450 -0.6246
H 3.1559 -0.6853 -0.4410
H 1.6174 2.6014 0.4812
H 0.2819 2.3269 -0.6824
H 1.8851 2.3022 -1.2369
```

## Properties
* SMILES string: C=CC(c1ccccc1)=[N+](C)C
* charge: +1

Atomic partial charges in e from the Löwdin method, atoms 1 to 5: 0.1405, -0.0429, -0.0933, -0.1860, -0.0116

Energy above the most stable structure, in kJ/mol: w 97.0; x 0.0